A 2-piece molecular cluster, C10H13O3 overall in a non-equilibrium geometry. Source: the OMol25 dataset; level of theory: ωB97M-V with the def2-TZVPD basis set.

Calculated values
Energy above the lowest of the compared OMol25 structures with the same formula, charge and spin (eV): 0.599
HOMO energy (eV): -3.4
Molecular weight (g mol⁻¹): 181.2

The geometry in ORCA input format:
```
! RIJCOSX wB97M-V def2-TZVPD def2/J DEFGRID3
* xyz -1 1
H -0.636 -2.555 0.111
C -2.606 -1.768 0.166
H -2.408 -3.957 1.697
H 0.126 3.245 1.182
O -2.829 -0.995 -0.905
O -0.395 -0.414 -1.373
H -2.803 -4.766 0.212
H -1.922 -0.762 -1.306
H 1.937 0.126 -2.074
O -3.274 -1.616 1.169
C 0.601 2.502 0.543
H -1.591 -3.052 -1.142
H 3.419 3.245 1.673
C 2.453 1.714 -0.728
C -0.263 1.481 0.073
H 3.723 3.867 0.076
C -2.022 -4.181 0.702
C 0.254 0.599 -0.886
H -1.278 1.458 0.437
H 3.388 1.918 -1.244
C 2.919 3.630 0.770
H -1.127 -4.790 0.833
C -1.658 -2.921 -0.063
H 2.445 4.557 1.128
C 1.613 0.788 -1.274
C 1.937 2.650 0.222
*
```

In the Mulliken picture, each atom carries the following charge in e: H 0.269; C 0.571; H 0.290; H 0.247; O -0.556; O -0.914; H 0.290; H 0.502; H 0.313; O -0.639; C -0.429; H 0.316; H 0.249; C -0.453; C -0.418; H 0.322; C -1.149; C 0.450; H 0.435; H 0.198; C -1.376; H 0.345; C -0.220; H 0.335; C -0.598; C 0.619